Record 1
A 4-piece molecular cluster, C47H30ClI2O11PS overall in a non-equilibrium geometry, computed with ωB97M-V/def2-TZVPD.

- Kohn-Sham gap: 7.96 eV
- M: 1123.05 g mol⁻¹
- HOMO energy: -9.156 eV
- SMILES: C/C(I)=C(\I)[C@@]1(P(O)Cl)COS(=O)(=O)O1.O=C1c2ccccc2C(=O)c2ccccc21.O=C1c2ccccc2C(=O)c2ccccc21.O=C1c2ccccc2C(=O)c2ccccc21
- E_tot: -4431.78100 Ha
- Total charge: 0

XYZ file:
```
93
Properties=species:S:1:pos:R:3:forces:R:3
C 3.6878 1.5555 1.1144 -0.473 0.502 1.000
C 2.0998 1.7742 1.1477 -0.186 -1.405 -2.241
I 1.3271 2.9383 2.7939 0.523 -0.840 -1.475
C 1.2422 1.2461 0.1695 1.208 1.538 2.866
I 2.2554 0.1394 -1.4392 -0.685 0.690 0.866
C -0.3364 1.3885 0.1674 0.732 -2.311 -1.598
P -1.1291 2.7868 -0.9103 -2.011 0.656 -0.641
O -2.2578 3.6577 0.0623 3.652 -0.564 -0.453
Cl 0.4393 4.0719 -1.5163 -0.535 -0.462 1.039
C -0.7739 0.0890 -0.7143 -1.264 -0.766 0.036
O -2.2026 -0.1191 -0.4020 0.265 0.586 2.249
S -2.4378 0.1835 1.2167 -1.426 0.812 1.277
O -3.6994 0.9631 1.2957 3.433 -2.071 -0.255
O -2.2263 -0.9011 2.2066 -0.355 2.324 -3.176
O -1.0789 1.1730 1.3855 -0.324 -0.427 -0.454
H 4.1494 1.8688 0.1321 -0.751 -0.413 1.013
H 4.1488 2.2072 1.9315 -0.627 -0.943 -1.113
H 3.9624 0.4682 1.3408 -0.533 1.471 -0.414
H -1.6679 4.1671 0.6717 -1.026 -0.189 -0.021
H -0.3434 -0.9118 -0.3662 0.278 1.757 -0.683
H -0.7910 0.2521 -1.8440 0.389 -0.272 1.689
C 5.0990 -7.0433 -1.6092 0.096 0.132 -0.087
C 4.0952 -6.0916 -1.4455 0.098 0.112 -0.094
C 4.2542 -4.8149 -1.9701 -0.103 -0.172 0.113
C 5.4246 -4.4816 -2.6508 -0.079 -0.267 0.159
C 6.4401 -5.4278 -2.7936 -0.250 -0.135 0.153
C 6.2697 -6.7134 -2.2809 -0.153 -0.109 0.120
C 7.7089 -5.0726 -3.4714 0.622 -0.618 -0.083
O 8.5942 -5.8987 -3.5997 -0.186 0.186 0.025
C 7.8860 -3.6936 -3.9826 0.119 0.314 -0.125
C 9.0956 -3.3271 -4.5718 0.105 0.192 -0.106
C 9.2664 -2.0395 -5.0662 -0.123 -0.137 0.084
C 8.2271 -1.1159 -4.9827 -0.099 -0.122 0.083
C 7.0223 -1.4751 -4.3916 0.173 0.119 -0.091
C 6.8524 -2.7621 -3.8815 0.234 0.154 -0.156
C 5.5770 -3.1238 -3.2216 -0.623 0.525 0.071
O 4.6681 -2.3152 -3.1440 0.133 -0.075 0.012
H 4.9700 -8.0423 -1.2073 0.020 0.084 -0.038
H 3.1871 -6.3465 -0.9102 0.069 0.031 -0.057
H 3.4672 -4.0793 -1.8442 0.163 0.017 -0.112
H 7.0501 -7.4567 -2.4007 0.016 0.200 -0.057
H 9.9076 -4.0425 -4.6428 -0.198 -0.045 0.070
H 10.2098 -1.7552 -5.5194 -0.080 -0.038 0.037
H 8.3587 -0.1135 -5.3752 -0.020 -0.085 0.036
H 6.2181 -0.7506 -4.3249 -0.002 -0.191 0.075
C -2.9165 -7.5786 -4.7050 -0.053 0.130 0.104
C -4.2436 -7.9194 -4.9551 -0.050 0.154 0.103
C -5.2719 -7.1654 -4.4033 0.111 -0.177 -0.133
C -4.9760 -6.0734 -3.5886 0.225 -0.226 -0.139
C -3.6468 -5.7468 -3.3185 0.000 -0.260 -0.205
C -2.6172 -6.4954 -3.8882 0.012 -0.193 -0.131
C -3.3182 -4.6191 -2.4149 0.785 0.238 0.191
O -2.1569 -4.3310 -2.1817 -0.215 -0.062 -0.064
C -4.4234 -3.8541 -1.7937 -0.182 0.189 0.185
C -4.1312 -2.8275 -0.8969 -0.125 0.132 0.126
C -5.1605 -2.0944 -0.3186 0.093 -0.119 -0.102
C -6.4855 -2.3779 -0.6408 0.070 -0.142 -0.116
C -6.7819 -3.4040 -1.5298 -0.011 0.166 0.153
C -5.7517 -4.1508 -2.1010 -0.016 0.240 0.186
C -6.0796 -5.2649 -3.0196 -0.872 -0.147 -0.166
O -7.2381 -5.5172 -3.2994 0.268 0.035 0.051
H -2.1145 -8.1625 -5.1436 -0.061 0.055 0.041
H -4.4762 -8.7728 -5.5827 0.011 0.079 0.047
H -6.3035 -7.4319 -4.6054 0.062 0.174 0.106
H -1.5822 -6.2378 -3.6925 -0.164 0.092 0.087
H -3.1019 -2.5997 -0.6443 -0.080 -0.142 -0.139
H -4.9307 -1.2994 0.3829 -0.053 -0.051 -0.064
H -7.2880 -1.8007 -0.1946 0.071 -0.050 -0.040
H -7.8156 -3.6236 -1.7734 0.168 -0.110 -0.068
C -0.3397 4.6219 4.9927 -0.153 0.353 0.167
C 0.7116 5.5317 4.8890 -0.168 0.174 0.122
C 0.4824 6.8865 5.0939 0.136 -0.196 -0.061
C -0.8019 7.3392 5.3915 0.089 -0.336 -0.086
C -1.8586 6.4317 5.4716 0.314 -0.167 -0.072
C -1.6224 5.0704 5.2829 0.141 -0.163 -0.077
C -3.2375 6.9047 5.7387 -0.698 -0.563 0.063
O -4.1592 6.1129 5.8124 0.216 0.166 -0.016
C -3.4766 8.3569 5.9059 -0.118 0.333 0.024
C -4.7764 8.8231 6.1007 -0.128 0.206 0.038
C -5.0091 10.1824 6.2717 0.133 -0.152 -0.022
C -3.9443 11.0803 6.2581 0.112 -0.146 -0.030
C -2.6485 10.6209 6.0589 -0.180 0.146 0.026
C -2.4128 9.2589 5.8726 -0.276 0.159 0.060
C -1.0321 8.7839 5.6256 0.668 0.618 -0.012
O -0.1005 9.5684 5.6094 -0.202 -0.192 -0.004
H -0.1608 3.5638 4.8432 -0.162 0.071 0.236
H 1.7107 5.1836 4.6505 -0.048 0.091 0.086
H 1.3048 7.5893 5.0171 -0.193 0.045 0.065
H -2.4379 4.3593 5.3575 -0.020 0.200 0.007
H -5.6095 8.1288 6.1155 0.207 -0.055 -0.011
H -6.0215 10.5433 6.4179 0.084 -0.045 -0.009
H -4.1261 12.1403 6.3989 0.026 -0.090 -0.014
H -1.8237 11.3249 6.0444 0.015 -0.207 -0.037
```
Forces are in eV/Å.

Löwdin atomic charge list, values in e, 4 entries: number 1, C, carries -0.217; number 2, C, carries -0.714; number 3, I, carries 1.089; number 4, C, carries -0.639

***

Record 2
A 9-piece molecular cluster, C30H51Cl16N5O2S2 overall in a non-equilibrium geometry, computed with ωB97M-V/def2-TZVPD.

- Kohn-Sham gap: 8.11 eV
- M: 1145.15 g mol⁻¹
- HOMO energy: -8.670 eV
- SMILES: N#C[C@H](CCN)[C@@](C#N)(CCCSC(=S)n1ccnc1)COO.ClCCCl.ClCCCl.ClCCCl.ClCCCl.ClCCCl.ClCCCl.ClCCCl.ClCCCl
- E_tot: -9757.24570 Ha
- Total charge: 0

XYZ file:
```
106
Properties=species:S:1:pos:R:3:forces:R:3
N 3.5861 -0.0842 2.2135 -0.781 -0.390 0.313
C 4.1698 0.6989 1.6208 2.639 1.576 -1.066
C 5.2855 1.6071 1.0262 -0.131 -0.094 0.094
C 6.7173 1.2117 1.6133 -0.601 -0.776 -0.458
C 6.9548 -0.3363 1.5366 0.697 0.040 0.308
N 6.9300 -0.8963 0.1623 -0.157 0.168 0.214
C 4.9135 3.1243 1.2434 0.093 0.727 0.247
C 6.0385 3.9996 0.6498 -1.422 -1.673 1.286
N 6.9520 4.5942 0.3038 0.311 0.356 -0.386
C 3.5542 3.5786 0.5780 0.571 0.624 -0.209
C 3.4455 3.3170 -0.9722 -1.215 0.284 0.711
C 2.9423 1.8830 -1.3807 1.042 -0.421 -1.622
S 1.4508 1.3385 -0.4556 -0.444 -0.820 -0.245
C 1.2246 -0.4619 -0.7311 1.212 -0.511 -1.007
S 2.4675 -1.4899 -1.0650 -1.104 0.866 0.023
N -0.1422 -0.9244 -0.5921 2.949 2.013 0.724
C -0.7723 -0.4174 0.5542 -3.931 -2.552 -2.016
C -2.0930 -1.0149 0.3831 3.244 1.484 0.443
N -2.1283 -1.7786 -0.7715 0.823 0.126 -0.621
C -0.9237 -1.7349 -1.4096 -1.741 1.312 3.484
C 4.7801 3.4691 2.8018 -0.387 0.008 -1.077
O 4.7828 4.9048 2.9154 1.589 -1.096 0.485
O 3.5482 5.3872 3.2879 -2.120 0.590 0.108
H 5.3894 1.4633 -0.0861 -0.528 -0.087 1.127
H 6.8485 1.5176 2.6787 -0.148 -0.146 -0.889
H 7.4701 1.7382 0.9648 -0.637 -0.454 0.723
H 7.9838 -0.5222 1.9858 -1.422 0.344 -0.817
H 6.2274 -0.9230 2.1573 0.467 0.934 -0.112
H 6.1849 -0.4963 -0.4106 0.146 -0.133 0.310
H 6.6984 -1.8880 0.2515 0.186 0.364 -0.221
H 2.7205 3.1516 1.1892 0.537 0.117 -0.787
H 3.4968 4.6968 0.7167 0.082 -1.143 0.008
H 2.6694 4.0415 -1.3576 0.775 -0.685 0.401
H 4.4012 3.6201 -1.4834 -0.815 -0.681 0.417
H 3.7639 1.1108 -1.3817 -0.992 0.640 0.379
H 2.6267 1.9532 -2.4625 0.252 -0.151 1.087
H -0.3474 0.2404 1.3335 -0.105 -0.666 -0.960
H -2.8758 -0.7912 1.1340 0.140 -0.783 -1.074
H -0.6004 -2.2129 -2.3494 -0.260 0.468 0.909
H 3.7734 3.1101 3.1376 0.996 -0.003 -0.184
H 5.6068 3.0357 3.4130 -0.653 0.462 -0.460
H 3.3028 5.0525 4.1733 0.777 0.001 -0.185
Cl -1.1511 3.3421 0.2253 -0.072 0.013 0.125
C -1.9442 3.8933 1.7250 -0.119 0.133 0.006
C -1.1665 3.5125 2.9650 -0.007 0.215 -0.004
Cl -1.1832 1.7572 3.2659 0.018 0.001 0.059
H -2.9531 3.4823 1.7426 0.106 -0.057 -0.002
H -2.0190 4.9794 1.6588 0.056 -0.050 0.055
H -1.6149 3.9844 3.8399 -0.046 -0.035 -0.080
H -0.1271 3.8333 2.8997 -0.058 -0.085 -0.083
Cl 8.1731 -2.0539 3.8481 0.164 -0.279 0.411
C 9.8149 -1.7674 4.4790 0.147 -0.098 0.128
C 9.9705 -0.3751 5.0465 0.067 -0.091 0.155
Cl 9.9159 0.8775 3.7797 -0.057 0.021 -0.015
H 10.5238 -1.9545 3.6733 -0.100 0.092 -0.001
H 9.9866 -2.5067 5.2622 -0.025 0.097 0.012
H 10.9388 -0.2835 5.5398 -0.022 -0.048 -0.084
H 9.1938 -0.1510 5.7767 -0.012 -0.025 -0.128
Cl -0.8476 2.7828 -4.0955 0.081 -0.003 -0.024
C -2.5997 2.5138 -3.8892 -0.154 0.037 -0.016
C -2.8882 1.2654 -3.0930 -0.118 0.173 0.214
Cl -2.4574 -0.2087 -3.9910 0.038 -0.138 -0.166
H -3.0547 2.4760 -4.8786 0.117 -0.082 0.036
H -2.9903 3.3846 -3.3663 0.136 -0.193 -0.101
H -3.9545 1.2029 -2.8713 0.039 0.009 -0.078
H -2.3438 1.2564 -2.1478 0.046 -0.039 -0.096
Cl -6.7856 -5.2608 -0.5356 -0.093 -0.166 -0.016
C -5.3714 -4.4416 -1.2591 0.078 0.176 0.113
C -5.1839 -3.0452 -0.7172 0.232 -0.119 -0.022
Cl -6.4756 -1.9368 -1.2535 -0.106 0.018 0.035
H -5.5003 -4.4385 -2.3356 -0.281 0.061 0.190
H -4.4987 -5.0499 -1.0214 -0.041 0.092 0.072
H -4.2415 -2.6324 -1.0792 -0.026 -0.089 -0.009
H -5.1625 -3.0370 0.3729 -0.089 -0.011 -0.065
Cl -3.7970 -4.6986 -3.9623 0.279 -0.052 -0.285
C -3.9674 -4.4101 -5.7123 0.081 0.011 -0.244
C -4.5693 -3.0550 -6.0064 0.126 0.059 -0.094
Cl -6.2801 -2.9621 -5.5192 0.015 -0.007 0.068
H -4.5681 -5.2164 -6.1313 -0.038 0.081 0.108
H -2.9670 -4.4720 -6.1424 -0.041 0.085 0.042
H -4.5343 -2.8606 -7.0790 -0.002 -0.096 0.043
H -4.0289 -2.2568 -5.4976 -0.082 -0.091 0.063
Cl -4.1267 6.3167 -4.8331 -0.001 -0.064 0.016
C -4.9349 6.8647 -3.3430 -0.084 0.109 0.064
C -4.1514 6.4971 -2.1042 -0.014 0.246 0.052
Cl -4.1459 4.7392 -1.8125 -0.135 0.147 0.249
H -5.9369 6.4376 -3.3248 0.113 -0.058 -0.003
H -5.0271 7.9490 -3.4131 0.076 -0.053 0.042
H -4.6047 6.9617 -1.2278 -0.056 -0.046 -0.080
H -3.1167 6.8319 -2.1691 -0.054 -0.112 -0.082
Cl -0.0113 -6.7195 1.7077 -0.015 0.033 0.011
C -1.3428 -7.3138 0.6841 -0.083 -0.138 -0.068
C -1.3179 -6.6993 -0.6971 -0.055 -0.138 -0.077
Cl -1.7193 -4.9637 -0.6681 0.070 0.012 0.012
H -2.2816 -7.1077 1.1971 0.090 0.087 -0.037
H -1.2250 -8.3954 0.6089 0.031 0.068 -0.054
H -2.0613 -7.1851 -1.3310 -0.001 0.000 0.092
H -0.3425 -6.8125 -1.1690 -0.029 0.065 0.112
Cl -7.4727 -3.6606 4.3273 0.002 0.030 0.030
C -8.8038 -4.2548 3.3012 -0.143 -0.119 -0.104
C -8.7741 -3.6450 1.9186 0.044 -0.111 -0.022
Cl -9.1726 -1.9078 1.9414 0.007 0.033 0.033
H -9.7431 -4.0455 3.8117 0.102 0.085 -0.017
H -8.6880 -5.3369 3.2291 0.051 0.070 -0.063
H -9.5164 -4.1306 1.2841 0.021 0.009 0.074
H -7.7983 -3.7621 1.4493 -0.111 0.090 0.100
```
Forces are in eV/Å.

Löwdin atomic charge list, values in e, 4 entries: number 1, N, carries 0.189; number 2, C, carries -0.187; number 3, C, carries -0.206; number 4, C, carries -0.132